Entry a
24
Properties=species:S:1:pos:R:3:mulliken_charge:R:1 method="wB97M-V/def2-TZVPD" orbital_gap_ha=0.350 smiles="C=C(C)C.O.O.O.O"
C 0.69 -2.21 0.96 -1.1939
C 0.04 -3.38 1.63 1.0350
C -0.78 -3.18 2.66 -0.9765
C 0.45 -4.77 1.27 -1.2135
H 1.74 -2.36 0.66 0.3069
H 0.67 -1.33 1.58 0.3333
H 0.24 -2.01 -0.02 0.2744
H -1.28 -4.00 3.15 0.2681
H -0.99 -2.19 3.03 0.2604
H 1.52 -4.93 1.12 0.3087
H 0.06 -5.00 0.27 0.2772
H 0.05 -5.54 1.92 0.3204
H 2.34 4.02 -1.76 0.3196
H 3.61 4.35 -0.96 0.3164
O 2.67 4.56 -1.03 -0.6679
H -0.02 2.96 -3.36 0.3420
H -1.28 2.59 -4.17 0.3250
O -0.82 2.42 -3.35 -0.6676
H -0.43 4.38 -2.02 0.3531
H 0.91 5.11 -1.66 0.3806
O 0.29 4.90 -2.37 -0.7010
H -2.75 2.42 1.12 0.3161
H -3.94 1.64 0.58 0.3168
O -3.00 1.56 0.76 -0.6336


Entry b
24
Properties=species:S:1:pos:R:3:mulliken_charge:R:1 method="wB97M-V/def2-TZVPD" orbital_gap_ha=0.401 smiles=CO.CO.CO.CO
C 5.93 1.51 -1.13 -0.5477
O 4.67 1.92 -1.59 -0.4859
H 6.82 1.80 -1.69 0.2483
H 6.03 1.77 -0.07 0.2263
H 5.92 0.43 -1.04 0.2633
H 4.56 1.60 -2.48 0.2960
C -0.58 1.73 -0.24 -0.5321
O 0.04 0.47 -0.02 -0.4880
H -1.59 1.74 0.16 0.2214
H -0.16 2.55 0.34 0.2535
H -0.44 2.00 -1.29 0.2424
H 0.89 0.59 0.41 0.3025
C 0.08 -3.84 -2.37 -0.4628
O 0.12 -5.22 -2.78 -0.5077
H -0.04 -3.88 -1.29 0.1915
H 1.02 -3.32 -2.55 0.2410
H -0.75 -3.34 -2.87 0.2462
H 0.21 -5.18 -3.73 0.2919
C -5.12 1.02 3.91 -0.4549
O -6.40 0.72 4.38 -0.4991
H -5.04 1.24 2.84 0.2083
H -4.88 1.93 4.46 0.2255
H -4.43 0.21 4.15 0.2096
H -6.85 1.56 4.49 0.3106


Stability comparison, relative energies in eV: entry a 0.000; entry b 1.902